{
  "formula": "C28H57Ag2CoN3O6",
  "method": "wB97M-V/def2-TZVPD",
  "species": ["Co", "Ag", "Ag", "C", "O", "O", "O", "C", "C", "C", "C", "C", "C", "N", "O", "C", "C", "C", "H", "H", "H", "H", "H", "H", "H", "H", "H", "H", "H", "H", "H", "H", "H", "H", "H", "H", "H", "C", "C", "C", "C", "C", "C", "N", "O", "C", "C", "C", "H", "H", "H", "H", "H", "H", "H", "H", "H", "H", "H", "H", "H", "H", "H", "H", "H", "H", "H", "C", "C", "C", "C", "C", "C", "N", "O", "C", "C", "C", "H", "H", "H", "H", "H", "H", "H", "H", "H", "H", "H", "H", "H", "H", "H", "H", "H", "H", "H"],
  "coordinates": [[2.525, 0.772, -2.817], [1.198, -1.795, -4.916], [0.914, -2.566, -1.206], [0.358, 0.250, -1.861], [1.034, 1.229, -1.586], [-0.221, -0.479, -1.030], [0.830, -0.322, -2.909], [2.111, 4.791, -0.655], [0.846, 5.609, -0.545], [1.243, 6.923, -1.310], [-0.015, 7.825, -1.372], [-1.198, 6.995, -2.137], [-1.533, 5.606, -1.585], [-0.261, 4.962, -1.157], [-0.438, 3.731, -0.495], [-2.591, 5.669, -0.441], [-2.088, 4.829, -2.771], [0.611, 5.952, 0.969], [2.133, 4.040, 0.135], [3.053, 5.338, -0.649], [2.223, 4.108, -1.497], [1.990, 7.505, -0.772], [1.599, 6.515, -2.256], [0.117, 8.657, -2.064], [-0.329, 8.264, -0.425], [-0.920, 7.137, -3.182], [-2.180, 7.465, -2.192], [-2.292, 6.370, 0.338], [-3.536, 6.067, -0.811], [-2.936, 4.798, 0.117], [-2.733, 3.957, -2.667], [-2.677, 5.512, -3.384], [-1.225, 4.512, -3.356], [-0.257, 6.612, 0.979], [1.480, 6.237, 1.562], [0.295, 5.067, 1.520], [-0.254, 2.960, -1.036], [1.670, -2.959, 3.035], [1.227, -1.423, 3.060], [1.548, -1.005, 4.528], [1.751, 0.553, 4.750], [2.722, 1.026, 3.697], [2.215, 0.742, 2.176], [2.033, -0.700, 2.070], [1.832, -1.122, 0.791], [0.945, 1.458, 1.855], [3.370, 1.393, 1.349], [-0.306, -1.328, 2.881], [1.649, -3.123, 1.958], [2.745, -3.082, 3.171], [1.115, -3.645, 3.675], [0.768, -1.411, 5.172], [2.328, -1.604, 4.996], [0.770, 0.967, 4.516], [1.962, 0.856, 5.775], [3.727, 0.622, 3.818], [2.699, 2.112, 3.783], [0.484, 1.176, 0.908], [1.020, 2.545, 1.879], [0.185, 1.123, 2.561], [3.267, 1.015, 0.332], [4.369, 1.041, 1.605], [3.405, 2.470, 1.513], [-0.558, -1.089, 1.847], [-0.978, -2.183, 2.962], [-0.838, -0.592, 3.484], [0.924, -0.839, 0.660], [-2.271, -3.131, -2.330], [-2.304, -4.543, -1.819], [-1.892, -5.350, -3.036], [-1.442, -6.780, -2.847], [-0.370, -6.792, -1.823], [-0.616, -5.962, -0.510], [-1.118, -4.623, -0.938], [-1.133, -3.634, 0.141], [-1.564, -6.762, 0.389], [0.751, -5.860, 0.313], [-3.701, -4.993, -1.150], [-2.619, -2.491, -1.519], [-2.816, -3.055, -3.272], [-1.216, -2.858, -2.368], [-2.664, -5.443, -3.800], [-1.014, -4.891, -3.493], [-1.008, -7.066, -3.805], [-2.251, -7.503, -2.742], [0.643, -6.688, -2.212], [-0.357, -7.859, -1.602], [-1.664, -6.312, 1.376], [-2.560, -6.986, 0.007], [-1.130, -7.754, 0.515], [0.976, -6.841, 0.731], [1.530, -5.594, -0.403], [0.719, -5.176, 1.161], [-3.985, -5.995, -1.471], [-4.445, -4.255, -1.447], [-3.526, -5.009, -0.074], [-1.880, -3.896, 0.684]],
  "forces_ev_per_angstrom": [[-0.224, -0.044, -0.118], [-0.349, 0.674, 0.925], [-0.700, -0.159, 0.373], [1.044, -4.395, 2.655], [0.683, 6.120, 1.595], [-2.027, 0.235, 0.386], [0.965, -2.737, -5.499], [0.762, -2.619, 0.524], [3.250, 2.532, 0.255], [-2.541, 0.142, 0.706], [-1.560, -0.942, -2.103], [0.922, 1.795, 1.285], [-0.428, -0.389, -0.675], [-1.272, -2.105, 2.454], [-0.401, 2.035, -0.287], [-0.008, 0.786, 0.903], [0.128, -0.578, -1.025], [-1.582, -1.169, -0.097], [0.199, 0.200, 0.428], [-0.430, 0.462, 0.307], [-0.571, 0.385, -0.702], [0.331, -0.642, -0.048], [0.044, 0.882, -0.359], [0.348, 0.160, 0.242], [0.197, -0.346, 0.094], [0.334, -1.339, -0.190], [0.077, 0.597, 0.687], [0.179, 0.146, -0.081], [0.249, 0.190, -0.627], [0.808, -0.642, -0.551], [0.179, -0.023, 0.885], [0.140, 0.112, 0.010], [-0.118, 0.022, -0.400], [0.523, 0.442, 0.559], [0.172, 0.719, -0.856], [-0.223, -0.336, -0.311], [0.519, -0.730, -0.966], [0.441, 1.624, -1.778], [0.148, -1.850, 2.419], [0.250, 0.976, 1.036], [-1.005, -2.278, -0.955], [-1.393, 0.512, -1.018], [1.777, 0.846, 2.056], [2.350, 0.091, 2.566], [-0.785, -0.347, -1.409], [-1.509, 0.134, 0.306], [0.023, -1.908, -0.128], [-0.930, 0.382, -1.300], [-0.790, -1.117, -0.052], [0.028, 0.386, 0.749], [-0.207, 0.246, -0.326], [-0.790, 0.419, -0.278], [0.978, 0.350, -0.737], [-0.071, 0.388, 0.129], [0.339, -0.284, -0.092], [-0.072, 0.053, -0.037], [0.656, 0.205, -0.165], [0.474, 0.033, -0.390], [0.074, 0.019, 0.095], [-0.059, 0.482, 0.224], [-0.234, 0.830, -0.507], [-0.068, -0.253, 0.533], [-0.415, -0.060, -0.460], [0.075, 0.483, -0.360], [0.849, -0.843, 0.620], [0.513, 0.343, 0.135], [-0.754, 0.222, -1.079], [-0.619, 0.683, 1.247], [0.124, -0.918, 0.061], [-0.443, -1.415, -0.981], [-0.167, 0.923, -1.006], [0.566, -1.606, 1.523], [0.480, -0.611, 0.349], [1.687, 0.145, 0.436], [-0.251, -1.233, -0.939], [-0.283, -0.415, 0.152], [-1.295, 0.021, -1.124], [1.888, 0.761, -0.843], [-0.524, 0.456, -0.472], [0.037, 0.407, 0.181], [0.038, 0.114, -0.815], [-0.381, 0.855, 0.061], [-0.046, 0.576, -0.055], [0.107, -0.167, -0.082], [-0.110, 0.152, 0.706], [-0.060, 0.866, -0.266], [0.401, -0.097, 1.018], [-0.050, 0.040, 0.080], [0.058, 0.370, -0.236], [0.184, 0.088, 0.269], [0.047, -0.046, -0.244], [0.293, 0.177, 0.169], [-0.175, 0.178, -0.255], [-0.020, 0.130, 0.007], [-0.138, -0.218, 0.260], [-0.532, 0.127, 0.007], [-0.324, 0.128, 0.615]],
  "s2": 3.8925,
  "e_tot_ev": -92315.8962,
  "multiplicity": 4,
  "charge": 2,
  "mol_weight_g_mol": 806.45
}